(1)
Computed, not measured: a molecular structure, C45H44IN4P2S2TeTl, with the ωB97M-V functional and the def2-TZVPD basis.

Summary:
* total charge: 0
* HOMO energy: -7.18 eV
* relative energy (zero: lowest compared OMol25 entry of this formula, charge and spin): 0.094 eV
* spin multiplicity: 1

Geometry (Å):
Tl (0.7894, 0.2439, -2.3258)
Te (-3.3456, -1.3153, -0.3349)
C (-3.9066, -2.1550, 1.5141)
C (-3.2616, -1.8103, 2.6943)
C (-3.6657, -2.4112, 3.8762)
N (-4.6491, -3.3057, 3.9605)
C (-5.2635, -3.6232, 2.8240)
C (-4.9323, -3.0885, 1.5866)
C (-1.3731, -0.8503, 0.1733)
P (-0.1137, -1.8192, -0.6008)
C (1.2467, -2.1559, 0.5707)
C (2.5210, -2.4254, 0.0786)
C (3.5023, -2.9155, 0.9305)
C (3.2210, -3.1240, 2.2745)
C (1.9612, -2.8188, 2.7767)
C (0.9767, -2.3410, 1.9242)
C (-0.6171, -3.5462, -0.8773)
C (-1.3513, -4.2632, 0.0679)
C (-1.6704, -5.5895, -0.1629)
C (-1.2457, -6.2172, -1.3285)
C (-0.4926, -5.5183, -2.2579)
C (-0.1791, -4.1830, -2.0332)
P (-0.8966, 0.8228, -0.1535)
C (0.0659, 1.5043, 1.2375)
C (0.7773, 2.6853, 1.0322)
C (1.4145, 3.3087, 2.0933)
C (1.3542, 2.7544, 3.3657)
C (0.6601, 1.5711, 3.5742)
C (0.0149, 0.9513, 2.5130)
C (-2.3175, 1.9444, -0.1980)
C (-2.8296, 2.3064, -1.4400)
C (-3.9391, 3.1334, -1.5278)
C (-4.5451, 3.5972, -0.3695)
C (-4.0342, 3.2451, 0.8734)
C (-2.9186, 2.4280, 0.9611)
H (-2.4497, -1.0934, 2.6904)
H (-3.1725, -2.1554, 4.8091)
H (-6.0610, -4.3556, 2.8995)
H (-5.4630, -3.4185, 0.7016)
H (2.7506, -2.2639, -0.9692)
H (4.4878, -3.1343, 0.5387)
H (3.9817, -3.5236, 2.9341)
H (1.7381, -2.9790, 3.8244)
H (-0.0203, -2.1371, 2.2988)
H (-1.6774, -3.7816, 0.9801)
H (-2.2493, -6.1362, 0.5710)
H (-1.4959, -7.2556, -1.5051)
H (-0.1455, -6.0075, -3.1589)
H (0.4220, -3.6407, -2.7551)
H (0.8248, 3.1210, 0.0401)
H (1.9534, 4.2332, 1.9251)
H (1.8430, 3.2494, 4.1966)
H (0.6100, 1.1364, 4.5651)
H (-0.5449, 0.0366, 2.6663)
H (-2.3558, 1.9425, -2.3399)
H (-4.3251, 3.4152, -2.4995)
H (-5.4140, 4.2398, -0.4334)
H (-4.5040, 3.6119, 1.7770)
H (-2.5130, 2.1693, 1.9317)
C (-1.5535, -1.8125, -4.0305)
C (-1.7940, -0.4199, -4.5140)
C (-2.8249, -0.1755, -5.4520)
C (-3.0100, 1.0848, -5.9203)
C (-2.1659, 2.1323, -5.4874)
C (-2.3224, 3.4484, -5.9754)
C (-1.4772, 4.4260, -5.5411)
C (-0.4610, 4.1261, -4.6197)
C (-0.2725, 2.8614, -4.1049)
S (1.0347, 2.6568, -2.9516)
C (-1.1534, 1.8221, -4.5508)
N (-1.0156, 0.5431, -4.0707)
H (-2.3131, -2.4988, -4.3999)
H (-1.5677, -1.8585, -2.9430)
H (-0.5696, -2.1488, -4.3650)
H (-3.4509, -0.9966, -5.7724)
H (-3.7970, 1.3054, -6.6319)
H (-3.1094, 3.6549, -6.6898)
H (-1.5746, 5.4403, -5.9062)
H (0.2061, 4.9151, -4.2962)
I (2.4823, -1.1834, -4.0325)
C (6.3751, 3.2706, 2.6426)
C (4.9220, 3.1244, 2.2229)
N (4.7562, 2.3681, 0.9862)
C (3.9390, 1.3134, 0.7759)
S (3.3073, 1.0773, -0.7706)
N (3.6514, 0.4821, 1.7920)
C (4.5193, 0.1563, 2.9195)
C (3.8383, 0.3186, 4.2665)
H (6.4499, 3.8913, 3.5363)
H (6.9593, 3.7464, 1.8539)
H (6.8331, 2.3039, 2.8531)
H (4.4842, 4.1149, 2.0688)
H (4.3230, 2.6529, 2.9982)
H (4.9342, 2.8698, 0.1307)
H (2.9958, -0.2391, 1.5222)
H (5.4227, 0.7566, 2.8513)
H (4.8362, -0.8815, 2.7951)
H (3.5223, 1.3475, 4.4414)
H (4.5150, 0.0202, 5.0690)
H (2.9483, -0.3089, 4.3196)

Results of the Löwdin charge analysis, in e, for atoms 1 through 2:
1 Tl -0.0294
2 Te 1.3015

---

(2)
Computed, not measured: a molecular structure, C45H44InN12O8S4Sb, with the ωB97M-V functional and the def2-TZVPD basis.

Summary:
* total charge: 0
* HOMO energy: -7.02 eV
* relative energy (zero: lowest compared OMol25 entry of this formula, charge and spin): 0.616 eV
* spin multiplicity: 1

Geometry (Å):
In (0.9634, -0.3259, -0.2211)
N (2.0510, -3.3578, 3.3014)
C (1.3605, -2.6103, 2.4335)
N (1.7435, -2.3361, 1.2285)
C (2.9765, -2.8016, 0.7933)
N (3.5013, -2.4425, -0.3288)
N (2.7110, -1.5776, -1.0522)
C (3.1592, -1.2195, -2.1865)
C (2.2809, -0.5019, -3.1205)
C (2.7307, -0.1639, -4.3818)
C (1.8297, 0.3872, -5.2821)
C (0.5172, 0.5599, -4.8877)
C (0.1581, 0.2108, -3.5930)
N (1.0158, -0.3042, -2.7241)
C (3.7139, -3.7432, 1.6380)
C (4.8783, -4.3874, 1.2127)
C (5.5423, -5.2465, 2.0605)
C (5.0540, -5.4735, 3.3499)
C (3.9022, -4.8534, 3.7842)
C (3.2325, -3.9914, 2.9202)
H (1.6975, -3.4889, 4.2353)
H (0.4113, -2.2255, 2.7844)
H (4.1549, -1.5229, -2.5002)
H (3.7674, -0.3284, -4.6460)
H (2.1501, 0.6705, -6.2755)
H (-0.2216, 0.9767, -5.5581)
H (-0.8535, 0.3696, -3.2441)
H (5.2377, -4.1858, 0.2128)
H (6.4422, -5.7484, 1.7313)
H (5.5815, -6.1415, 4.0180)
H (3.5139, -5.0377, 4.7790)
N (0.5909, 7.8322, 0.7474)
C (1.0261, 6.6268, 0.2339)
C (2.2988, 6.1376, 0.5452)
C (2.7444, 4.9475, 0.0102)
C (1.9230, 4.2126, -0.8391)
C (0.6693, 4.7097, -1.1875)
C (0.2272, 5.9065, -0.6599)
S (2.4135, 2.6520, -1.4944)
O (1.4040, 2.3092, -2.4621)
O (3.7890, 2.7241, -1.9122)
N (2.2683, 1.5464, -0.2872)
C (3.3451, 1.2890, 0.5556)
S (4.7266, 2.2915, 0.8972)
C (5.2595, 1.1441, 2.0618)
C (4.4011, 0.1062, 2.0991)
N (3.3326, 0.1881, 1.2420)
H (1.0601, 8.1818, 1.5642)
H (-0.3978, 8.0099, 0.7220)
H (2.9399, 6.7076, 1.2073)
H (3.7418, 4.6016, 0.2374)
H (0.0566, 4.1568, -1.8853)
H (-0.7386, 6.3060, -0.9507)
H (6.1607, 1.2969, 2.6326)
H (4.5062, -0.7609, 2.7379)
O (0.7628, 2.8330, 2.3186)
S (0.8307, 1.5500, 2.9604)
O (2.0351, 1.2106, 3.6609)
N (0.3765, 0.3578, 1.8994)
C (-0.8091, -0.2041, 2.2474)
O (-1.3600, -1.0754, 1.5764)
C (-1.3415, 0.3105, 3.5416)
C (-2.4615, -0.1309, 4.2211)
C (-2.7598, 0.4699, 5.4380)
C (-1.9524, 1.4873, 5.9447)
C (-0.8281, 1.9253, 5.2562)
C (-0.5467, 1.3159, 4.0507)
H (-3.0784, -0.9139, 3.7980)
H (-3.6287, 0.1496, 5.9974)
H (-2.2025, 1.9450, 6.8929)
H (-0.2061, 2.7212, 5.6457)
O (-7.6165, 0.7292, -2.3821)
S (-7.8374, 2.0889, -2.8357)
O (-9.1365, 2.6390, -2.5310)
O (-7.3279, 2.3786, -4.1677)
C (-6.6465, 3.0651, -1.8589)
N (-6.9381, 4.3097, -1.4681)
C (-5.9648, 4.9809, -0.8678)
C (-4.7054, 4.4495, -0.6343)
C (-4.5169, 3.1425, -1.0491)
N (-5.4783, 2.4592, -1.6476)
C (-3.2480, 2.3819, -0.8748)
C (-3.2440, 1.0247, -1.2037)
C (-2.0838, 0.3110, -1.0565)
N (-0.9374, 0.8612, -0.6302)
C (-0.9361, 2.1554, -0.2998)
C (-2.0672, 2.9421, -0.4082)
H (-6.2012, 5.9930, -0.5549)
H (-3.9353, 5.0324, -0.1474)
H (-4.1582, 0.5747, -1.5704)
H (-2.0522, -0.7450, -1.2833)
H (-0.0129, 2.5603, 0.0885)
H (-1.9987, 3.9863, -0.1339)
C (-2.9383, -2.4511, -3.0600)
C (-1.7445, -3.3907, -2.8672)
Sb (-0.5778, -2.9510, -1.1031)
C (-1.9318, -3.8487, 0.3146)
C (-2.3269, -5.2901, 0.0102)
C (0.7950, -4.6272, -1.2382)
C (0.5201, -5.6294, -2.3565)
H (-3.6055, -2.8255, -3.8372)
H (-2.6201, -1.4519, -3.3636)
H (-3.5358, -2.3502, -2.1502)
H (-1.0687, -3.3485, -3.7235)
H (-2.0745, -4.4235, -2.7632)
H (-2.8041, -3.1949, 0.3542)
H (-1.4403, -3.7624, 1.2836)
H (-2.9294, -5.3589, -0.8964)
H (-2.9278, -5.6998, 0.8247)
H (-1.4579, -5.9383, -0.1129)
H (0.7527, -5.1131, -0.2602)
H (1.7989, -4.2158, -1.3463)
H (-0.4825, -6.0521, -2.2955)
H (1.2288, -6.4595, -2.3017)
H (0.6320, -5.1718, -3.3405)

Results of the Löwdin charge analysis, in e, for atoms 1 through 2:
1 In 0.7374
2 N 0.1483